An isolated ion of composition C9H12N2O4 and charge -2 in a non-equilibrium geometry. Source: OMol25; level of theory: ωB97M-V with the def2-TZVPD basis set.

Results
SMILES string: CC[C@@H]1N=NC(C(=O)[O-])(C(=O)[O-])[C@H]1CC
HOMO energy: -0.593 eV
Orbital gap: 6.244 eV
Charge: -2

Each line ends with the Löwdin charge.
Geometry (Å):
C  -1.988  -2.612  -0.486  -0.14
C  -1.398  -1.534  0.419  -0.25
C  -0.615  -0.523  -0.473  -0.30
N  0.390  -1.318  -1.324  0.05
N  1.505  -0.923  -1.102  0.03
C  1.760  0.025  -0.173  -0.18
C  2.860  1.112  -0.484  -0.74
O  3.164  1.827  0.494  -0.08
O  3.258  1.195  -1.630  -0.05
C  2.400  -0.999  0.987  -0.71
O  3.486  -1.461  0.638  -0.04
O  1.731  -1.226  1.958  -0.02
C  0.077  0.503  0.368  -0.16
C  -0.069  1.958  0.033  -0.24
C  -1.507  2.557  0.044  -0.12
H  -2.339  -3.473  0.065  0.04
H  -1.104  -3.090  -1.056  0.09
H  -2.710  -2.030  -0.991  0.04
H  -0.879  -1.910  1.300  0.10
H  -2.199  -0.998  0.953  0.09
H  -1.408  -0.204  -1.108  0.11
H  0.043  0.245  1.411  0.11
H  0.474  2.448  0.891  0.12
H  0.506  2.323  -0.875  0.13
H  -1.344  3.625  0.275  0.06
H  -2.050  2.037  0.753  0.03
H  -2.045  2.444  -0.885  0.05

A 2-piece molecular cluster, C3H6N2O2 overall. Source: OMol25; level of theory: ωB97M-V with the def2-TZVPD basis set.

Results
SMILES string: O=C1COC=N1.N
HOMO energy: -9.890 eV
Orbital gap: 10.590 eV
Charge: 0

Each line ends with the Löwdin charge.
Geometry (Å):
O  1.073  0.618  -1.634  0.09
C  0.718  0.016  -0.658  -0.50
C  1.072  0.294  0.800  -0.07
O  1.008  -1.019  1.382  -0.02
C  0.350  -1.758  0.473  -0.19
N  0.059  -1.259  -0.665  0.15
H  0.306  0.902  1.283  0.12
H  2.064  0.723  0.930  0.14
H  0.131  -2.773  0.794  0.14
N  -1.476  1.166  -0.568  0.04
H  -1.385  1.491  -1.527  0.04
H  -2.007  1.847  -0.040  0.03
H  -1.977  0.282  -0.587  0.04

One molecule with the formula C3H8N2OS in a non-equilibrium geometry. Source: OMol25; level of theory: ωB97M-V with the def2-TZVPD basis set.

Results
SMILES string: NC(=O)[C@@H](N)CS
HOMO energy: -9.376 eV
Orbital gap: 9.843 eV
Charge: 0

Each line ends with the Löwdin charge.
Geometry (Å):
N  0.789  1.629  -0.603  0.08
C  0.904  0.267  -1.039  -0.44
O  1.569  -0.118  -1.994  0.10
C  0.356  -0.730  -0.110  -0.42
N  1.254  -1.848  0.314  0.06
C  -0.387  -0.216  1.164  -0.48
S  -2.112  0.360  0.886  0.72
H  -0.136  2.051  -0.563  0.07
H  1.284  1.934  0.274  0.11
H  -0.384  -1.091  -0.706  0.09
H  1.568  -2.096  -0.694  0.12
H  1.892  -1.446  0.952  0.05
H  0.208  0.717  1.565  0.10
H  -0.693  -0.910  1.932  0.04
H  -2.049  1.637  0.957  -0.21

C12H36BeNO15 as an isolated structure in a non-equilibrium geometry. Source: OMol25; level of theory: ωB97M-V with the def2-TZVPD basis set.

Results
HOMO energy: -11.946 eV
Orbital gap: 2.589 eV
Charge: +1

Each line ends with the Löwdin charge.
Geometry (Å):
Be  1.286  0.702  3.336  1.28
N  0.305  0.735  0.413  -0.60
O  -0.296  1.020  -0.597  0.11
O  1.279  1.268  0.828  0.02
O  -0.106  -0.156  1.146  -0.04
C  1.880  -2.354  2.432  -0.15
C  2.068  -2.681  0.832  -0.19
O  3.228  -3.468  0.641  -0.05
O  2.795  -1.308  2.893  -0.10
H  2.086  -3.163  3.133  0.13
H  0.843  -2.069  2.605  0.08
H  2.088  -1.688  0.382  0.09
H  1.285  -3.346  0.467  0.12
H  3.304  -3.500  -0.316  0.10
H  3.642  -1.720  2.707  0.11
C  2.967  -0.358  -2.419  -0.26
C  3.079  1.114  -2.649  -0.24
O  3.014  1.702  -1.355  -0.08
O  2.967  -1.005  -3.688  -0.05
H  2.077  -0.701  -1.892  0.11
H  3.886  -0.482  -1.847  0.13
H  2.302  1.421  -3.349  0.13
H  4.020  1.452  -3.083  0.14
H  2.131  1.633  -0.986  0.01
H  2.355  -0.454  -4.182  0.08
C  -1.899  -2.458  -1.565  -0.29
C  -1.323  -3.725  -1.858  -0.23
O  -1.923  -4.747  -0.992  -0.06
O  -1.771  -1.963  -0.246  -0.06
H  -2.962  -2.645  -1.718  0.14
H  -1.695  -1.652  -2.269  0.12
H  -0.256  -3.599  -1.678  0.10
H  -1.373  -4.132  -2.867  0.14
H  -2.335  -4.246  -0.285  0.06
H  -0.869  -1.708  -0.038  0.04
C  -2.496  -2.261  4.238  -0.21
C  -2.199  -0.856  3.726  -0.16
O  -0.937  -0.205  4.117  -0.10
O  -2.871  -2.268  5.611  -0.05
H  -1.531  -2.765  4.289  0.12
H  -3.260  -2.716  3.609  0.14
H  -3.024  -0.205  4.014  0.14
H  -2.220  -1.036  2.651  0.12
H  -1.224  0.331  4.860  0.09
H  -2.073  -2.108  6.120  0.08
C  -4.053  0.977  -3.596  -0.20
C  -2.838  1.100  -2.723  -0.27
O  -3.018  0.556  -1.423  -0.08
O  -5.211  1.848  -3.252  -0.07
H  -4.413  -0.048  -3.691  0.12
H  -3.742  1.240  -4.607  0.12
H  -2.508  2.138  -2.692  0.12
H  -1.952  0.632  -3.152  0.11
H  -2.152  0.492  -1.013  0.02
H  -5.338  1.690  -2.313  0.07
C  1.409  4.537  -0.303  -0.27
C  2.402  5.114  0.806  -0.15
O  1.926  6.356  1.499  -0.10
O  1.653  5.294  -1.378  -0.01
H  0.385  4.497  0.068  0.13
H  1.731  3.519  -0.518  0.08
H  3.429  5.246  0.466  0.12
H  2.479  4.422  1.645  0.08
H  2.413  6.651  2.272  0.07
H  1.157  6.108  -1.265  0.11

C13H24Cl2NO4P2Tb as an isolated structure in a non-equilibrium geometry. Source: OMol25; level of theory: ωB97M-V with the def2-TZVPD basis set.

Results
HOMO energy (alpha / beta): -15.086 / -16.117 eV
2S+1: 7
Orbital gap (alpha / beta): 7.263 / 6.232 eV
Charge: +2

Each line ends with the Löwdin charge.
Geometry (Å):
Tb  -0.234  0.787  1.136  1.41
P  2.377  0.720  0.387  0.75
C  2.379  -0.471  -0.912  -0.18
C  1.241  -1.318  -1.042  -0.33
N  0.021  -1.009  -0.451  -0.04
C  -1.051  -1.788  -0.736  -0.31
C  -0.966  -2.964  -1.465  0.02
C  0.263  -3.324  -1.994  0.02
C  1.352  -2.494  -1.811  0.03
C  -2.441  -1.392  -0.283  -0.26
P  -2.638  0.449  -0.062  0.77
H  2.337  -2.670  -2.245  0.14
H  -1.889  -3.531  -1.617  0.14
H  0.358  -4.244  -2.565  0.14
H  -3.180  -1.682  -1.053  0.11
H  -2.715  -1.890  0.671  0.12
H  2.086  0.576  -3.194  0.03
H  3.297  -0.744  -1.445  0.11
H  0.413  2.373  -3.199  0.00
O  1.737  1.326  -3.710  -0.05
H  2.227  1.292  -4.559  0.10
H  -0.202  2.606  -0.329  0.16
O  -0.221  3.087  -2.945  -0.06
H  -0.677  2.760  -2.130  -0.04
C  -3.267  0.934  -1.712  -0.23
H  -4.215  0.435  -1.950  0.07
H  -3.379  2.022  -1.716  0.06
H  -2.513  0.717  -2.472  0.05
C  -4.103  0.539  1.007  -0.24
H  -4.343  1.594  1.162  0.06
H  -4.964  0.012  0.578  0.08
H  -3.870  0.136  1.996  0.06
C  3.310  0.005  1.790  -0.22
H  4.358  -0.158  1.500  0.07
H  3.246  0.669  2.663  0.06
H  2.869  -0.944  2.118  0.06
C  3.260  2.212  -0.163  -0.22
H  3.300  2.893  0.696  0.07
H  4.267  1.965  -0.525  0.07
H  2.651  2.679  -0.944  0.04
Cl  -1.020  -1.769  5.636  0.67
C  -0.053  -0.390  5.121  -1.03
Cl  1.655  -0.622  5.512  0.67
C  -0.182  -0.098  3.623  -0.72
O  -0.424  1.140  3.341  -0.17
O  -0.020  -0.952  2.695  -0.13
H  -0.434  0.523  5.599  0.09

One molecule with the formula C3H6N2OS2 in a non-equilibrium geometry. Source: OMol25; level of theory: ωB97M-V with the def2-TZVPD basis set.

Results
SMILES string: C=NSC(=S)NOC
HOMO energy: -8.311 eV
Orbital gap: 8.835 eV
Charge: 0

Each line ends with the Löwdin charge.
Geometry (Å):
C  -1.674  1.644  -2.187  -0.20
N  -1.147  0.566  -1.756  -0.26
S  -0.553  0.837  -0.057  0.99
C  0.535  -0.406  -0.136  -1.13
S  1.232  -1.416  -1.280  0.56
N  1.032  -0.543  1.192  -0.21
O  0.525  0.238  2.018  -0.33
C  -0.468  -0.309  2.884  -0.13
H  -1.848  2.748  -1.767  0.11
H  -2.229  1.497  -3.165  0.08
H  1.840  -1.061  1.343  0.11
H  -0.011  -0.984  3.818  0.12
H  -1.150  0.626  3.313  0.13
H  -1.212  -1.203  2.293  0.15